{"formula": "C40H67BrI2N2O11S", "method": "ωB97M-V/def2-TZVPD", "elements": ["C", "C", "C", "O", "C", "C", "C", "C", "C", "I", "C", "C", "I", "C", "C", "C", "N", "C", "C", "N", "C", "C", "C", "C", "C", "O", "C", "C", "O", "C", "Br", "C", "S", "H", "H", "H", "H", "H", "H", "H", "H", "H", "H", "H", "H", "H", "H", "H", "H", "H", "H", "H", "H", "H", "H", "H", "H", "H", "H", "H", "C", "O", "C", "C", "O", "C", "H", "H", "H", "H", "H", "H", "H", "H", "H", "H", "C", "O", "C", "C", "O", "C", "H", "H", "H", "H", "H", "H", "H", "H", "H", "H", "C", "O", "C", "C", "O", "C", "H", "H", "H", "H", "H", "H", "H", "H", "H", "H", "C", "O", "C", "C", "O", "C", "H", "H", "H", "H", "H", "H", "H", "H", "H", "H"], "coordinates": [[-3.256, -0.598, -1.238], [-2.633, -1.045, -2.631], [-1.747, -2.327, -2.534], [-0.432, -2.057, -1.997], [0.410, -3.132, -2.455], [1.732, -3.261, -1.654], [2.972, -3.448, -2.437], [4.276, -3.587, -1.821], [5.598, -3.741, -2.631], [6.518, -5.634, -3.057], [6.161, -2.565, -3.039], [5.492, -1.173, -2.707], [8.002, -2.450, -4.157], [4.418, -3.546, -0.339], [5.757, -3.692, 0.418], [5.848, -5.032, 1.290], [5.536, -6.260, 0.532], [3.190, -3.353, 0.415], [1.852, -3.216, -0.205], [0.683, -3.040, 0.612], [0.796, -1.964, 1.549], [-0.197, -0.909, 1.674], [-0.033, 0.183, 2.630], [1.119, 0.297, 3.540], [1.258, 1.509, 4.518], [2.583, 2.106, 4.387], [3.011, 2.611, 5.631], [3.800, 1.726, 6.659], [2.779, 3.755, 5.924], [2.115, -0.797, 3.420], [3.724, -0.845, 4.525], [1.960, -1.880, 2.462], [3.184, -3.225, 2.245], [-3.535, 0.493, -1.242], [-4.176, -1.212, -1.029], [-2.521, -0.839, -0.429], [-3.519, -1.305, -3.283], [-2.123, -0.192, -3.152], [-1.608, -2.709, -3.591], [-2.296, -3.118, -1.938], [0.701, -2.881, -3.520], [-0.170, -4.101, -2.467], [2.920, -3.479, -3.556], [4.556, -1.051, -3.315], [5.302, -1.056, -1.605], [6.165, -0.316, -2.994], [6.644, -3.729, -0.275], [5.966, -2.850, 1.139], [5.180, -4.999, 2.192], [6.898, -5.142, 1.692], [4.532, -6.346, 0.376], [6.060, -6.221, -0.342], [-0.178, -3.002, 0.068], [-1.094, -0.929, 1.010], [-0.794, 0.999, 2.683], [0.550, 2.304, 4.143], [0.995, 1.273, 5.579], [4.708, 1.268, 6.181], [3.117, 0.860, 6.897], [4.118, 2.293, 7.563], [0.665, 4.947, -0.066], [0.859, 4.492, -1.397], [0.895, 3.076, -1.497], [-0.452, 2.496, -1.905], [-1.456, 2.739, -0.926], [-2.256, 3.873, -1.230], [0.304, 5.975, -0.107], [-0.068, 4.346, 0.476], [1.617, 4.927, 0.473], [1.244, 2.633, -0.557], [1.630, 2.829, -2.271], [-0.350, 1.409, -1.995], [-0.766, 2.882, -2.882], [-3.024, 3.594, -1.957], [-1.665, 4.703, -1.625], [-2.740, 4.201, -0.309], [6.262, 5.527, 0.704], [5.191, 4.750, 0.190], [5.598, 3.457, -0.232], [5.344, 2.401, 0.834], [6.115, 2.633, 2.007], [5.386, 3.319, 3.017], [5.840, 6.329, 1.311], [6.937, 4.940, 1.330], [6.828, 5.968, -0.122], [6.652, 3.464, -0.533], [5.004, 3.208, -1.118], [5.648, 1.426, 0.440], [4.277, 2.341, 1.081], [4.761, 2.608, 3.561], [4.759, 4.114, 2.608], [6.104, 3.764, 3.707], [-5.683, -2.716, 1.820], [-5.479, -3.165, 0.487], [-5.429, -4.581, 0.384], [-6.769, -5.171, -0.032], [-7.777, -4.938, 0.943], [-8.584, -3.808, 0.642], [-6.054, -1.691, 1.781], [-6.413, -3.326, 2.355], [-4.734, -2.729, 2.363], [-5.080, -5.023, 1.323], [-4.688, -4.820, -0.388], [-6.659, -6.256, -0.125], [-7.081, -4.785, -1.009], [-9.350, -4.087, -0.088], [-7.998, -2.973, 0.252], [-9.071, -3.488, 1.564], [-7.311, 2.563, -4.256], [-8.173, 2.693, -3.135], [-7.678, 2.034, -1.978], [-6.951, 2.990, -1.043], [-5.784, 3.537, -1.646], [-6.009, 4.823, -2.208], [-7.558, 3.351, -4.968], [-6.259, 2.663, -3.983], [-7.471, 1.592, -4.733], [-7.033, 1.194, -2.259], [-8.545, 1.621, -1.450], [-6.622, 2.432, -0.161], [-7.618, 3.788, -0.700], [-5.964, 5.581, -1.421], [-6.972, 4.888, -2.719], [-5.218, 5.016, -2.934]], "atomic_forces_ev_per_a": [[0.2, -0.4, -0.4], [-1.0, 0.0, 0.4], [-0.6, 0.7, -1.0], [-0.6, -1.1, -0.1], [0.9, 0.1, -0.2], [2.1, -0.1, 0.3], [0.1, 0.0, 1.6], [-0.4, -0.7, 1.5], [-0.5, 1.9, -0.2], [-0.7, 0.8, 0.2], [-0.6, -0.2, 0.5], [0.7, 0.1, -0.4], [-0.9, 0.0, 0.6], [-1.9, 0.4, -0.7], [0.6, -0.5, 0.5], [0.0, 0.0, 0.0], [0.3, 0.6, 0.5], [-1.0, 0.3, -1.1], [1.5, -0.4, -1.5], [1.2, 0.9, 0.3], [0.1, 2.1, 2.1], [1.2, 0.0, 0.8], [1.5, -0.9, 0.4], [0.0, -2.1, -1.4], [-0.6, 0.1, -1.5], [-0.1, -0.6, 1.8], [0.6, 0.9, 1.0], [-0.3, -1.0, -1.2], [-0.1, -0.6, -0.6], [-1.4, 0.2, -1.1], [-1.1, -0.1, -0.8], [-1.1, 0.5, -0.9], [-0.5, 0.8, -0.7], [0.4, -1.1, 0.1], [0.9, 0.6, -0.2], [-0.7, 0.6, -0.6], [1.0, 0.1, 0.5], [-0.1, -0.9, 0.6], [-0.2, 0.2, 1.0], [0.7, 0.7, -0.5], [-0.3, -0.5, 0.9], [0.6, 0.8, 0.2], [0.0, 0.1, 1.2], [0.7, -0.2, 0.8], [-0.1, -0.4, -1.1], [-0.5, -1.0, 0.2], [-1.1, 0.1, 0.4], [-0.6, -0.5, -0.8], [0.5, 0.1, -0.9], [-1.0, 0.3, -0.5], [0.4, 0.1, -0.3], [-0.6, -0.3, 0.1], [0.4, 0.2, 0.1], [0.9, 0.1, 0.7], [0.7, -0.9, -0.2], [0.5, -0.9, 0.6], [0.4, 0.0, -0.8], [-0.9, 0.5, 0.3], [0.8, 0.8, 0.1], [-0.6, -0.2, -0.9], [0.1, 0.1, 0.0], [-0.2, -0.2, 0.1], [0.0, 0.2, -0.3], [0.0, -0.2, 0.3], [0.2, 0.2, -0.2], [-0.1, -0.1, 0.0], [0.1, 0.0, -0.1], [0.0, 0.0, -0.1], [0.0, 0.0, 0.1], [-0.1, 0.0, 0.0], [0.0, 0.0, 0.0], [0.0, 0.0, 0.0], [0.1, 0.1, 0.1], [-0.1, 0.1, 0.0], [0.1, -0.1, 0.0], [0.0, -0.1, 0.0], [-0.1, 0.1, -0.1], [0.2, -0.1, 0.2], [-0.3, 0.0, 0.0], [0.4, -0.1, 0.0], [-0.2, 0.2, -0.2], [0.1, -0.1, 0.1], [-0.1, 0.0, -0.1], [0.0, 0.0, 0.0], [0.1, 0.0, 0.0], [0.0, 0.0, 0.1], [0.0, 0.0, 0.0], [0.0, 0.0, 0.0], [0.0, 0.1, 0.0], [-0.1, 0.1, 0.0], [0.0, -0.1, 0.0], [0.0, -0.1, 0.0], [0.1, 0.1, 0.0], [-0.2, -0.1, 0.1], [0.0, 0.1, -0.3], [0.0, -0.2, 0.3], [0.2, 0.3, -0.2], [-0.1, -0.1, 0.1], [0.1, 0.0, -0.1], [0.0, 0.0, -0.1], [0.0, 0.0, 0.1], [-0.1, 0.0, 0.0], [0.0, 0.0, 0.0], [0.0, 0.0, 0.0], [0.1, 0.1, 0.1], [0.0, 0.1, 0.0], [0.0, -0.1, 0.0], [0.0, -0.1, 0.0], [-0.1, 0.0, 0.0], [0.3, 0.0, 0.0], [-0.3, 0.2, 0.1], [0.3, -0.2, 0.0], [-0.3, 0.1, -0.1], [0.1, 0.0, 0.1], [-0.1, 0.0, 0.0], [0.0, 0.0, 0.1], [0.1, 0.0, -0.1], [0.1, 0.1, 0.0], [0.0, 0.0, 0.0], [0.0, 0.0, 0.0], [0.0, 0.0, -0.1], [0.0, 0.1, 0.0], [0.0, -0.1, 0.0], [0.0, 0.0, 0.1]], "lowdin_charge": [-0.09, -0.21, -0.23, -0.17, -0.18, -0.08, 0.02, -0.21, -0.74, 0.84, -0.77, -0.14, 0.76, -0.17, -0.16, -0.28, -0.02, -0.32, -0.16, 0.08, -0.22, 0.00, -0.02, -0.17, -0.13, -0.12, -0.50, -0.03, 0.12, -0.53, 0.78, -0.44, 0.95, 0.07, 0.07, 0.04, 0.11, 0.10, 0.12, 0.13, 0.13, 0.14, 0.13, 0.09, 0.08, 0.05, 0.10, 0.12, 0.07, 0.12, 0.07, -0.04, 0.12, 0.08, 0.11, 0.14, 0.14, 0.05, 0.07, 0.09, -0.10, -0.19, -0.20, -0.20, -0.20, -0.11, 0.09, 0.08, 0.09, 0.12, 0.12, 0.12, 0.13, 0.08, 0.09, 0.09, -0.11, -0.20, -0.20, -0.20, -0.19, -0.09, 0.09, 0.08, 0.09, 0.13, 0.12, 0.12, 0.12, 0.06, 0.09, 0.10, -0.11, -0.21, -0.20, -0.20, -0.19, -0.11, 0.09, 0.08, 0.09, 0.13, 0.12, 0.12, 0.13, 0.09, 0.08, 0.09, -0.11, -0.19, -0.20, -0.20, -0.21, -0.11, 0.09, 0.08, 0.09, 0.12, 0.12, 0.12, 0.13, 0.09, 0.08, 0.09], "e_tot_ev": -165139.78949, "lumo_energy_ha": -0.0109, "homo_ev": -8.13, "total_charge": 0}

---

{"formula": "C25H55F3N5O4P2S3", "method": "ωB97M-V/def2-TZVPD", "elements": ["C", "C", "C", "C", "N", "C", "C", "C", "C", "C", "C", "O", "C", "F", "F", "F", "C", "O", "C", "C", "P", "C", "O", "N", "S", "C", "S", "S", "C", "C", "C", "H", "H", "H", "H", "H", "H", "H", "H", "H", "H", "H", "H", "H", "H", "H", "H", "H", "H", "H", "H", "H", "H", "H", "H", "H", "H", "H", "H", "H", "H", "H", "H", "H", "H", "H", "H", "H", "O", "P", "N", "C", "C", "N", "C", "C", "N", "C", "C", "H", "H", "H", "H", "H", "H", "H", "H", "H", "H", "H", "H", "H", "H", "H", "H", "H", "H"], "coordinates": [[2.924, -5.023, 0.227], [3.822, -4.687, -0.971], [5.257, -4.237, -0.598], [5.631, -2.874, -1.195], [5.613, -1.734, -0.240], [4.635, -1.832, 0.830], [4.139, -0.437, 1.268], [2.623, -0.499, 1.525], [1.854, -0.466, 0.179], [0.951, 0.751, -0.133], [1.195, 1.132, -1.597], [0.536, 0.179, -2.441], [1.281, -0.322, -3.454], [0.465, -0.983, -4.254], [2.204, -1.177, -3.018], [1.880, 0.627, -4.156], [1.242, 1.996, 0.684], [0.426, 3.077, 0.319], [-0.948, 2.822, 0.502], [-1.493, 1.524, -0.112], [-2.303, 1.803, -1.771], [-2.491, 0.142, -2.553], [-1.237, 2.600, -2.754], [-0.512, 0.364, 0.057], [-0.843, -0.417, 1.659], [6.867, -1.285, 0.157], [7.505, -1.401, 1.656], [7.779, -0.579, -1.193], [8.837, 0.679, -0.437], [10.034, 0.923, -1.377], [9.753, 1.997, -2.438], [2.395, -4.129, 0.566], [3.470, -5.449, 1.067], [2.142, -5.727, -0.058], [3.312, -3.920, -1.558], [3.885, -5.551, -1.632], [5.425, -4.291, 0.476], [5.921, -4.970, -1.056], [6.644, -2.941, -1.591], [5.012, -2.616, -2.057], [5.004, -2.341, 1.725], [3.765, -2.395, 0.494], [4.324, 0.220, 0.414], [4.685, -0.066, 2.132], [2.306, 0.224, 2.273], [2.441, -1.482, 1.968], [1.266, -1.384, 0.102], [2.598, -0.566, -0.607], [0.891, 2.149, -1.832], [2.269, 1.102, -1.776], [1.123, 1.820, 1.758], [2.281, 2.280, 0.520], [-1.504, 3.679, 0.132], [-1.131, 2.772, 1.585], [-2.361, 1.264, 0.495], [-1.764, 0.013, -3.351], [-2.403, -0.687, -1.848], [-3.496, 0.121, -2.968], [-1.371, 2.311, -3.665], [-0.694, -0.403, -0.596], [0.173, 0.072, 2.382], [8.258, 1.602, -0.403], [9.141, 0.389, 0.562], [10.224, -0.006, -1.917], [10.938, 1.126, -0.806], [10.264, 1.722, -3.362], [10.140, 2.967, -2.134], [8.695, 2.048, -2.690], [-5.712, 1.800, 0.214], [-6.926, 1.269, 0.902], [-7.268, 2.393, 2.102], [-7.924, 2.124, 3.363], [-7.197, 3.812, 1.795], [-6.264, -0.152, 1.671], [-5.615, 0.007, 2.960], [-5.434, -0.940, 0.777], [-8.492, 0.588, 0.780], [-9.431, 1.438, 0.019], [-8.651, -0.803, 0.327], [-8.818, 2.745, 3.490], [-7.244, 2.337, 4.194], [-8.246, 1.088, 3.446], [-8.184, 4.216, 1.536], [-6.527, 3.996, 0.958], [-6.813, 4.372, 2.652], [-4.862, 0.811, 2.959], [-5.117, -0.926, 3.234], [-6.334, 0.203, 3.752], [-4.434, -0.497, 0.634], [-5.896, -1.032, -0.207], [-5.315, -1.951, 1.176], [-10.453, 1.189, 0.303], [-9.325, 1.310, -1.062], [-9.275, 2.492, 0.252], [-8.276, -1.492, 1.078], [-8.150, -1.002, -0.624], [-9.713, -1.013, 0.200]], "atomic_forces_ev_per_a": [[-0.3, 0.0, -0.3], [-0.1, -0.1, 0.4], [-0.5, -0.2, -0.9], [0.5, 0.4, -0.2], [0.1, -0.7, 0.5], [-0.4, 0.5, 0.5], [-0.3, 0.0, -0.4], [0.4, -0.6, -0.1], [-0.2, -0.3, 0.6], [0.8, -0.3, -0.5], [0.1, 0.3, -0.2], [0.0, 0.2, 0.2], [-0.5, -0.2, -0.1], [-0.3, -0.2, -0.2], [0.4, 0.0, 0.2], [0.3, 0.3, -0.1], [-0.2, 0.1, 0.6], [0.0, 0.1, -0.9], [0.2, -0.3, 1.1], [0.4, -0.1, -1.2], [-1.4, 0.8, 0.0], [0.2, 0.2, 0.2], [0.3, -0.5, 0.2], [0.4, 0.5, 1.3], [-0.3, -0.4, 0.0], [0.5, 0.2, -0.2], [-0.4, 0.3, 0.3], [-0.4, -0.2, -0.1], [0.5, 0.4, -0.3], [-0.4, -0.4, -0.4], [0.5, -0.3, -0.1], [0.1, 0.0, 0.2], [0.1, 0.0, 0.0], [0.0, -0.1, 0.0], [0.1, 0.1, -0.1], [0.0, -0.1, 0.1], [0.1, 0.2, 0.0], [0.2, 0.0, 0.2], [0.0, 0.1, 0.0], [-0.2, -0.2, 0.1], [0.2, -0.2, -0.1], [0.2, -0.1, -0.4], [0.1, 0.3, 0.2], [0.1, 0.0, 0.0], [0.0, 0.2, -0.1], [-0.2, 0.1, 0.2], [-0.2, 0.1, -0.1], [0.0, 0.1, -0.1], [-0.5, -0.2, -0.1], [0.1, -0.1, 0.2], [0.1, -0.1, 0.0], [0.0, 0.1, 0.0], [0.0, 0.0, -0.2], [0.0, 0.0, 0.0], [-0.1, -0.1, -0.2], [0.0, -0.1, 0.0], [0.0, -0.1, 0.0], [0.0, -0.1, 0.0], [0.2, 0.1, -0.1], [-0.2, 0.3, -0.3], [0.1, 0.1, -0.3], [-0.1, -0.1, 0.3], [-0.1, -0.2, 0.0], [0.2, -0.1, 0.2], [0.0, 0.2, 0.1], [0.1, 0.2, 0.0], [-0.3, 0.1, 0.0], [-0.1, 0.1, 0.1], [-1.5, 0.3, -2.1], [1.5, -1.3, 4.6], [0.1, 0.1, -0.4], [-0.5, -0.1, 0.0], [0.3, 0.2, -0.1], [-0.3, -0.1, 0.1], [0.1, 0.2, 0.1], [0.0, 0.1, -0.1], [0.4, 0.6, -2.3], [-0.1, 0.3, 0.2], [0.1, -0.2, 0.2], [0.0, 0.0, -0.1], [0.0, 0.1, 0.0], [0.0, 0.0, -0.1], [0.0, 0.0, 0.1], [0.0, -0.1, 0.0], [0.0, 0.0, 0.0], [0.0, 0.0, 0.0], [0.0, 0.0, -0.1], [0.0, 0.1, 0.0], [0.0, 0.0, 0.0], [0.1, 0.0, 0.0], [0.0, 0.0, 0.1], [0.0, -0.1, 0.0], [0.0, 0.0, 0.0], [0.1, 0.0, 0.1], [0.2, 0.1, 0.0], [-0.1, 0.0, -0.1], [0.0, 0.2, 0.0]], "lowdin_charge": [-0.11, -0.24, -0.17, -0.17, -0.21, -0.24, -0.16, -0.19, -0.13, -0.37, -0.08, 0.02, -0.74, 0.20, 0.18, 0.20, -0.14, -0.09, -0.18, -0.42, 0.96, -0.23, -0.30, -0.28, 0.97, -1.08, 0.73, 0.92, -0.49, -0.32, -0.11, 0.05, 0.08, 0.07, 0.09, 0.10, 0.11, 0.11, 0.09, 0.11, 0.10, 0.10, 0.11, 0.11, 0.09, 0.11, 0.11, 0.11, 0.13, 0.15, 0.12, 0.17, 0.14, 0.13, 0.08, 0.03, 0.04, 0.04, 0.07, 0.11, -0.10, 0.07, 0.03, 0.08, 0.11, 0.07, 0.07, 0.07, -0.32, 0.63, -0.32, -0.13, -0.12, -0.32, -0.13, -0.16, -0.29, -0.11, -0.12, 0.09, 0.09, 0.07, 0.08, 0.07, 0.09, 0.08, 0.08, 0.06, 0.06, 0.07, 0.09, 0.09, 0.09, 0.07, 0.08, 0.08, 0.09], "e_tot_ev": -101685.98222, "lumo_energy_ha": -0.1226, "homo_ev": -10.32, "total_charge": 1}